Run P
C3H6O2S2 | the ωB97M-V functional and the def2-TZVPD basis

Summary:
HOMO (eV): -9.72
Frontier orbital gap (eV): 9.27

Cartesian coordinates (Å):
C: -0.8438 -1.2425 0.7767
C: -0.1183 -0.0684 -0.9438
C: 1.0168 0.8258 -0.4170
O: -2.7788 -0.5628 -0.8315
O: -1.7816 1.1915 0.6942
S: 2.4679 -0.1177 0.1031
S: -1.6685 0.0087 -0.1464
H: -0.7392 -2.3040 0.7317
H: -0.2610 -0.7081 1.5339
H: -0.0028 -0.7355 -1.7910
H: 0.6280 1.4767 0.4093
H: 1.2784 1.4757 -1.1684
H: 2.8029 0.7606 1.0492

And the natural (NBO) charges, in e, turn out to be: number 1, C, carries -0.63; number 2, C, carries -0.45; number 3, C, carries -0.58; number 4, O, carries -0.91; number 5, O, carries -0.92; number 6, S, carries -0.02; number 7, S, carries 2.16; number 8, H, carries 0.24; number 9, H, carries 0.22; number 10, H, carries 0.25; number 11, H, carries 0.26; number 12, H, carries 0.23; number 13, H, carries 0.13

=====

Run Q
C3H6O2S2 | the ωB97M-V functional and the def2-TZVPD basis

Summary:
HOMO (eV): -8.98
Frontier orbital gap (eV): 9.49

Cartesian coordinates (Å):
C: -0.6188 0.5823 -0.4426
C: 0.1616 -0.7605 -0.6450
C: -0.7088 1.0658 1.0097
O: 1.7303 -0.8675 1.5177
O: -0.9681 0.4561 2.0255
S: 2.2584 1.2476 -0.2102
S: 1.9828 -0.6170 -0.1294
H: -0.1289 1.3504 -1.0038
H: -1.5469 0.5445 -0.9249
H: -0.3067 -1.3969 0.0914
H: 0.2850 -1.1165 -1.7528
H: -0.6003 2.2370 0.9683
H: 1.4797 -0.0714 1.8736

And the natural (NBO) charges, in e, turn out to be: number 1, C, carries -0.55; number 2, C, carries -0.56; number 3, C, carries 0.45; number 4, O, carries -0.85; number 5, O, carries -0.52; number 6, S, carries -0.48; number 7, S, carries 0.94; number 8, H, carries 0.24; number 9, H, carries 0.25; number 10, H, carries 0.25; number 11, H, carries 0.24; number 12, H, carries 0.11; number 13, H, carries 0.48

=====

Last place for stability: run P

=====

Run P
C14H16O | the ωB97M-V functional and the def2-TZVPD basis

Summary:
HOMO (eV): -8.30
Frontier orbital gap (eV): 9.06
SMILES: Cc1ccc(O)cc1.Cc1ccccc1

Cartesian coordinates (Å):
C: -3.1272 2.4224 0.0146
C: -2.9057 1.0040 0.4781
C: -3.7109 0.2947 1.3602
C: -3.4898 -1.0245 1.7009
C: -2.5849 -1.7554 0.9440
O: -2.4524 -3.0705 1.2667
C: -1.7929 -1.1121 0.0121
C: -1.9580 0.2363 -0.2102
H: -3.9142 2.8705 0.6289
H: -3.5371 2.3782 -0.9955
H: -2.1867 2.9598 -0.0428
H: -4.4425 0.8882 1.9136
H: -4.0683 -1.5634 2.4290
H: -1.7608 -3.4977 0.7539
H: -1.1132 -1.6781 -0.5983
H: -1.3731 0.7570 -0.9521
C: 4.0584 0.7503 -2.3241
C: 3.3635 0.2056 -1.1214
C: 3.6252 0.6741 0.1741
C: 2.9112 0.2172 1.2558
C: 1.8522 -0.6570 1.0746
C: 1.6021 -1.1618 -0.1781
C: 2.3955 -0.7646 -1.2645
H: 3.6713 0.3077 -3.2311
H: 5.1403 0.5911 -2.4225
H: 4.0337 1.8420 -2.4351
H: 4.4222 1.3957 0.2922
H: 3.1684 0.5298 2.2512
H: 1.2390 -0.9770 1.9044
H: 0.8251 -1.8368 -0.4714
H: 2.1094 -1.2256 -2.2071

And the natural (NBO) charges, in e, turn out to be: number 1, C, carries -0.63; number 2, C, carries -0.05; number 3, C, carries -0.19; number 4, C, carries -0.27; number 5, C, carries 0.31; number 6, O, carries -0.67; number 7, C, carries -0.30; number 8, C, carries -0.17; number 9, H, carries 0.22; number 10, H, carries 0.22; number 11, H, carries 0.22; number 12, H, carries 0.20; number 13, H, carries 0.22; number 14, H, carries 0.48; number 15, H, carries 0.20; number 16, H, carries 0.21; number 17, C, carries -0.64; number 18, C, carries -0.03; number 19, C, carries -0.21; number 20, C, carries -0.21; number 21, C, carries -0.21; number 22, C, carries -0.21; number 23, C, carries -0.20; number 24, H, carries 0.22; number 25, H, carries 0.22; number 26, H, carries 0.22; number 27, H, carries 0.21; number 28, H, carries 0.21; number 29, H, carries 0.22; number 30, H, carries 0.20; number 31, H, carries 0.20

=====

Run Q
C14H16O | the ωB97M-V functional and the def2-TZVPD basis

Summary:
HOMO (eV): -8.22
Frontier orbital gap (eV): 8.76
SMILES: Cc1ccc(O)cc1.Cc1ccccc1

Cartesian coordinates (Å):
C: -0.3824 -3.7369 1.5688
C: -1.0669 -2.4703 1.2782
C: -1.5486 -2.0997 -0.0033
C: -1.9715 -0.7788 -0.1064
C: -2.0343 0.0481 1.0665
O: -2.3966 1.3183 0.9270
C: -1.9390 -0.5315 2.3285
C: -1.3977 -1.8076 2.4603
H: -0.2277 -3.7485 2.5633
H: 0.5946 -4.0616 1.0944
H: -0.8314 -4.6033 1.2997
H: -1.2210 -2.6677 -0.8699
H: -2.0912 -0.4836 -1.1486
H: -3.1508 1.5137 0.1783
H: -2.5392 -0.0816 3.0503
H: -0.8139 -1.9075 3.3310
C: 3.1092 1.4166 0.2337
C: 2.0529 1.6305 -0.7823
C: 2.3308 1.3180 -2.0638
C: 1.3490 1.5413 -3.0910
C: 0.1558 2.0561 -2.7206
C: -0.2106 2.3821 -1.3221
C: 0.7926 2.0916 -0.3970
H: 3.9435 0.9701 -0.1779
H: 2.7773 0.6254 0.9645
H: 3.3091 2.3341 0.8836
H: 3.3485 0.9212 -2.4733
H: 1.4393 1.3467 -4.1697
H: -0.6582 2.3332 -3.4468
H: -1.1663 2.7587 -1.0555
H: 0.4444 2.3728 0.6002

And the natural (NBO) charges, in e, turn out to be: number 1, C, carries -0.63; number 2, C, carries -0.02; number 3, C, carries -0.20; number 4, C, carries -0.25; number 5, C, carries 0.29; number 6, O, carries -0.69; number 7, C, carries -0.25; number 8, C, carries -0.23; number 9, H, carries 0.21; number 10, H, carries 0.21; number 11, H, carries 0.22; number 12, H, carries 0.22; number 13, H, carries 0.22; number 14, H, carries 0.49; number 15, H, carries 0.22; number 16, H, carries 0.21; number 17, C, carries -0.61; number 18, C, carries -0.07; number 19, C, carries -0.19; number 20, C, carries -0.23; number 21, C, carries -0.22; number 22, C, carries -0.19; number 23, C, carries -0.20; number 24, H, carries 0.21; number 25, H, carries 0.22; number 26, H, carries 0.22; number 27, H, carries 0.21; number 28, H, carries 0.22; number 29, H, carries 0.20; number 30, H, carries 0.21; number 31, H, carries 0.22

=====

Run R
C14H16O | the ωB97M-V functional and the def2-TZVPD basis

Summary:
HOMO (eV): -8.28
Frontier orbital gap (eV): 9.00
SMILES: Cc1ccc(O)cc1.Cc1ccccc1

Cartesian coordinates (Å):
C: 2.7000 -2.4530 0.1652
C: 2.3032 -1.1675 0.5578
C: 1.7164 -1.0537 1.8098
C: 1.3585 0.1973 2.2001
C: 1.6864 1.3552 1.4262
O: 1.0838 2.4866 1.8706
C: 2.3575 1.1872 0.2445
C: 2.7699 -0.0721 -0.1495
H: 2.3618 -2.6326 -0.8864
H: 2.0859 -3.2791 0.7341
H: 3.7366 -2.7489 0.3293
H: 1.1528 -1.9536 2.2368
H: 1.0163 0.2442 3.2537
H: 0.7355 3.1886 1.2874
H: 2.7485 2.0773 -0.2190
H: 3.4139 -0.2555 -1.0020
C: -3.3242 0.5115 -3.2240
C: -2.6541 0.3228 -1.8710
C: -1.5375 0.9850 -1.4191
C: -0.9701 0.4046 -0.2680
C: -1.5053 -0.6985 0.3853
C: -2.6834 -1.2781 -0.0493
C: -3.1807 -0.7339 -1.2274
H: -2.8685 -0.0265 -4.0278
H: -3.3375 1.5911 -3.4981
H: -4.4062 0.2140 -3.1908
H: -1.2320 2.0686 -1.8391
H: -0.1125 0.9014 0.1852
H: -1.1192 -0.9208 1.4014
H: -3.0995 -2.0974 0.5306
H: -3.9670 -1.3049 -1.7440

And the natural (NBO) charges, in e, turn out to be: number 1, C, carries -0.62; number 2, C, carries -0.08; number 3, C, carries -0.20; number 4, C, carries -0.24; number 5, C, carries 0.29; number 6, O, carries -0.71; number 7, C, carries -0.29; number 8, C, carries -0.18; number 9, H, carries 0.22; number 10, H, carries 0.20; number 11, H, carries 0.22; number 12, H, carries 0.22; number 13, H, carries 0.22; number 14, H, carries 0.50; number 15, H, carries 0.22; number 16, H, carries 0.22; number 17, C, carries -0.62; number 18, C, carries -0.04; number 19, C, carries -0.22; number 20, C, carries -0.19; number 21, C, carries -0.24; number 22, C, carries -0.18; number 23, C, carries -0.22; number 24, H, carries 0.22; number 25, H, carries 0.21; number 26, H, carries 0.21; number 27, H, carries 0.22; number 28, H, carries 0.21; number 29, H, carries 0.21; number 30, H, carries 0.21; number 31, H, carries 0.20

=====

Last place for stability: run Q

=====

Run P
C6H16N2 | the ωB97M-V functional and the def2-TZVPD basis

Summary:
HOMO (eV): -8.14
Frontier orbital gap (eV): 9.15
SMILES: CCN(C)C[C@@H](C)N

Cartesian coordinates (Å):
C: -2.4648 0.8061 -1.7948
C: -1.2454 0.0845 -1.3195
N: -1.0047 0.3788 0.1470
C: -0.5458 1.7766 0.3175
C: -0.1811 -0.6138 0.8286
C: 1.4048 -0.5314 0.9063
C: 2.0392 -1.8472 1.4218
N: 1.9897 -0.1927 -0.4057
H: -3.3581 0.5805 -1.1938
H: -2.8410 0.4450 -2.7488
H: -2.3183 1.8692 -1.6523
H: -1.3553 -1.0168 -1.2885
H: -0.2959 0.2034 -1.8343
H: 0.1278 1.7368 1.1867
H: -0.0562 2.2020 -0.5621
H: -1.4012 2.3630 0.6757
H: -0.4362 -0.4733 1.9005
H: -0.4571 -1.6507 0.6461
H: 1.6898 0.2712 1.5843
H: 1.7881 -2.6669 0.7588
H: 3.0952 -1.5915 1.4932
H: 1.5762 -2.0855 2.3866
H: 1.4239 -0.0992 -1.2150
H: 2.5455 0.6332 -0.2830

And the natural (NBO) charges, in e, turn out to be: number 1, C, carries -0.63; number 2, C, carries -0.21; number 3, N, carries -0.45; number 4, C, carries -0.43; number 5, C, carries -0.23; number 6, C, carries -0.05; number 7, C, carries -0.61; number 8, N, carries -0.87; number 9, H, carries 0.22; number 10, H, carries 0.22; number 11, H, carries 0.21; number 12, H, carries 0.19; number 13, H, carries 0.16; number 14, H, carries 0.20; number 15, H, carries 0.19; number 16, H, carries 0.20; number 17, H, carries 0.19; number 18, H, carries 0.20; number 19, H, carries 0.17; number 20, H, carries 0.21; number 21, H, carries 0.22; number 22, H, carries 0.20; number 23, H, carries 0.36; number 24, H, carries 0.36

=====

Run Q
C6H16N2 | the ωB97M-V functional and the def2-TZVPD basis

Summary:
HOMO (eV): -7.07
Frontier orbital gap (eV): 7.92

Cartesian coordinates (Å):
C: -1.5932 0.6867 1.1761
C: -0.9300 -2.1090 0.5496
C: -1.2592 -0.8054 -0.1177
N: -1.3958 1.9330 0.7044
C: -1.9396 -0.7560 -1.2620
H: -2.2038 2.2513 0.1758
H: -0.1524 1.8096 -0.0254
H: -0.8501 0.3608 1.9020
H: -2.6017 0.3471 1.4126
H: -1.3102 -2.9823 0.0068
H: -1.3468 -2.1389 1.5621
H: 0.1524 -2.2278 0.6662
H: -2.1930 0.1970 -1.7230
H: -2.2398 -1.6398 -1.8245
C: 1.9800 0.9932 0.1525
C: 2.8206 -0.1565 -0.3913
N: 0.7273 1.1778 -0.5957
H: 0.8912 1.4225 -1.5677
H: 0.1011 0.2558 -0.5473
H: 2.5435 1.9287 0.1380
H: 1.6969 0.7983 1.1883
H: 3.1345 0.0394 -1.4188
H: 2.2544 -1.0886 -0.3796
H: 3.7137 -0.2967 0.2187

And the natural (NBO) charges, in e, turn out to be: number 1, C, carries -0.10; number 2, C, carries -0.67; number 3, C, carries -0.18; number 4, N, carries -0.93; number 5, C, carries -0.44; number 6, H, carries 0.34; number 7, H, carries 0.44; number 8, H, carries 0.16; number 9, H, carries 0.19; number 10, H, carries 0.20; number 11, H, carries 0.21; number 12, H, carries 0.20; number 13, H, carries 0.18; number 14, H, carries 0.18; number 15, C, carries -0.21; number 16, C, carries -0.62; number 17, N, carries -0.83; number 18, H, carries 0.39; number 19, H, carries 0.45; number 20, H, carries 0.20; number 21, H, carries 0.20; number 22, H, carries 0.20; number 23, H, carries 0.21; number 24, H, carries 0.22

=====

Last place for stability: run Q

=====

Run P
C2H4O3S | the ωB97M-V functional and the def2-TZVPD basis

Summary:
HOMO (alpha / beta) (eV): -9.27 / -9.26
Frontier orbital gap (alpha / beta) (eV): 7.65 / 7.96
SMILES: CC(O)=S(=O)=O

Cartesian coordinates (Å):
C: 1.1086 -0.5223 0.0774
C: -0.0620 0.3525 0.4550
O: 0.0772 1.7638 0.3050
S: -1.5918 -0.1823 -0.3797
O: -2.7109 0.6657 -0.1210
O: -1.7475 -1.5909 -0.1083
H: 0.9502 -1.5286 0.6763
H: 2.0463 -0.0993 0.1860
H: 0.9122 -0.7052 -0.9625
H: 1.0178 1.8465 -0.1281

And the natural (NBO) charges, in e, turn out to be: number 1, C, carries -0.73; number 2, C, carries 0.14; number 3, O, carries -0.63; number 4, S, carries 1.79; number 5, O, carries -0.88; number 6, O, carries -0.91; number 7, H, carries 0.27; number 8, H, carries 0.23; number 9, H, carries 0.26; number 10, H, carries 0.47

=====

Run Q
C2H4O3S | the ωB97M-V functional and the def2-TZVPD basis

Summary:
HOMO (eV): -10.03
Frontier orbital gap (eV): 9.40
SMILES: O=CC(=O)S.O

Cartesian coordinates (Å):
O: -1.3395 0.9657 -0.7629
C: -1.3559 0.7822 0.4188
C: -0.5253 1.5761 1.4214
O: -0.6604 1.4600 2.6084
S: 0.6102 2.6477 0.6342
H: -1.9942 0.0323 0.9099
H: 0.2354 2.2520 -0.5961
O: 0.9746 -1.0511 -0.3562
H: 1.6203 -1.6376 -0.7553
H: 0.4539 -1.6045 0.2348

And the natural (NBO) charges, in e, turn out to be: number 1, O, carries -0.46; number 2, C, carries 0.35; number 3, C, carries 0.29; number 4, O, carries -0.51; number 5, S, carries 0.02; number 6, H, carries 0.14; number 7, H, carries 0.17; number 8, O, carries -0.94; number 9, H, carries 0.48; number 10, H, carries 0.47

=====

Last place for stability: run P